[1]
Molecular formula: C6H10O
Method: DFT, ωB97M-V with the def2-TZVPD basis set

```
17
Properties=species:S:1:pos:R:3:forces:R:3:lowdin_charge:R:1
O -0.673 -0.654 2.055 -0.2132 -0.3178 -0.3918 0.048
C -1.173 -1.310 1.171 0.0956 0.1615 0.2014 -0.264
C -0.584 -1.492 -0.206 0.0212 0.0523 0.0498 -0.170
C 0.786 -0.840 -0.396 0.0193 -0.0692 0.0062 -0.168
C 0.789 0.658 -0.702 0.0388 -0.0783 -0.1173 -0.285
C -0.393 1.565 -0.464 -0.1826 0.0040 -0.1024 -0.127
C 0.841 1.696 0.381 0.0732 0.1013 0.1565 -0.124
H -2.135 -1.840 1.344 0.1007 0.0860 -0.0010 0.121
H -0.538 -2.577 -0.390 -0.0142 0.1818 0.0724 0.118
H -1.320 -1.106 -0.928 0.0903 -0.0703 0.0962 0.124
H 1.286 -1.359 -1.220 -0.0606 0.0966 0.0635 0.107
H 1.387 -1.034 0.498 -0.0546 0.0160 -0.0793 0.116
H 1.365 0.908 -1.590 -0.0988 -0.0088 0.1304 0.127
H -0.612 2.323 -1.213 0.0870 -0.1162 0.1537 0.096
H -1.279 1.158 0.017 0.1855 0.0388 -0.0589 0.090
H 1.488 2.556 0.238 -0.1016 -0.0859 -0.0155 0.096
H 0.764 1.347 1.406 0.0139 0.0080 -0.1639 0.094
```
Forces are in eV/Å.

The HOMO-LUMO gap is 10.951 eV. Its SMILES is O=CCCC1CC1.



[2]
Molecular formula: C6H10O
Method: DFT, ωB97M-V with the def2-TZVPD basis set

```
17
Properties=species:S:1:pos:R:3:forces:R:3:lowdin_charge:R:1
C 2.217 0.106 0.085 0.0428 -0.0074 0.0071 -0.046
C 0.747 -0.169 0.036 -0.0903 -0.0912 0.0741 -0.260
C 0.083 -1.216 0.525 0.0738 0.0830 -0.0479 -0.048
C -1.400 -1.162 0.262 -0.0078 -0.0140 0.0280 -0.179
C -1.600 0.209 -0.424 -0.0409 0.0475 -0.0369 -0.117
C -0.192 0.831 -0.606 -0.0426 -0.2625 -0.1727 -0.346
O -0.059 2.129 -0.040 -0.0457 0.0319 0.2689 -0.034
H 2.403 1.098 0.513 0.0006 -0.1430 -0.0501 0.078
H 2.643 0.115 -0.926 -0.0676 -0.0003 0.1207 0.085
H 2.753 -0.642 0.676 -0.0911 0.0983 -0.0762 0.077
H 0.548 -2.052 1.044 -0.0350 0.1358 -0.0803 0.110
H -1.984 -1.265 1.185 0.0951 0.0216 -0.1319 0.104
H -1.709 -1.990 -0.389 0.0413 0.1107 0.0727 0.106
H -2.119 0.109 -1.382 0.0853 0.0340 0.1446 0.108
H -2.202 0.886 0.192 0.0901 -0.1026 -0.0846 0.112
H 0.052 0.982 -1.664 -0.0237 -0.0438 0.1035 0.149
H -0.182 2.031 0.915 0.0157 0.1019 -0.1388 0.099
```
Forces are in eV/Å.

The HOMO-LUMO gap is 10.189 eV. Its SMILES is CC1=CCC[C@H]1O.



[3]
Molecular formula: C6H10O
Method: DFT, ωB97M-V with the def2-TZVPD basis set

```
17
Properties=species:S:1:pos:R:3:forces:R:3:lowdin_charge:R:1
C 2.425 0.036 0.096 0.2019 0.1873 -0.0850 -0.099
C 0.938 0.206 0.355 0.0025 0.0701 -0.2227 -0.288
C 0.159 1.445 0.048 -0.1334 0.2466 0.1288 -0.108
C -1.177 1.326 -0.125 0.2057 0.1310 0.0699 -0.129
C -1.886 0.045 -0.128 0.0988 -0.1609 -0.0626 -0.109
C -1.438 -1.148 0.326 -0.2511 0.2599 0.1310 -0.219
O -1.807 -2.336 -0.216 -0.4457 -0.0393 -0.1023 0.017
H 2.592 -0.086 -0.977 0.1866 0.2014 0.1063 0.072
H 3.048 0.851 0.468 0.0064 0.0220 0.0141 0.067
H 2.760 -0.895 0.572 -0.0257 0.2690 -0.1045 0.074
H 0.690 -0.173 1.357 0.0939 0.0788 -0.4721 0.107
H 0.448 -0.353 -0.447 0.1350 -1.2779 0.6452 0.100
H 0.681 2.368 -0.179 -0.1805 0.1337 0.1193 0.100
H -1.748 2.182 -0.478 0.0937 -0.0555 0.2086 0.094
H -2.786 -0.011 -0.743 0.2336 0.0759 -0.2089 0.105
H -0.810 -1.312 1.192 -0.0304 0.0792 -0.3275 0.112
H -2.088 -2.144 -1.121 -0.1914 -0.2213 0.1623 0.105
```
Forces are in eV/Å.

The HOMO-LUMO gap is 8.873 eV. Its SMILES is CC/C=C\C=C\O.



[4]
Molecular formula: C6H10O
Method: DFT, ωB97M-V with the def2-TZVPD basis set

```
17
Properties=species:S:1:pos:R:3:forces:R:3:lowdin_charge:R:1
C -1.412 1.644 -2.070 4.1610 -0.8578 -0.4195 0.016
C -0.431 0.625 -1.499 -1.3753 -0.4530 2.3459 -0.153
C 0.166 -0.398 -2.241 -1.0552 -1.6595 0.1564 0.213
C 0.259 -0.700 2.106 -1.8778 -1.5842 1.7346 -0.212
O 1.482 -1.127 2.762 -1.3253 2.1227 -0.3535 -0.021
C 0.052 -0.480 0.657 2.9628 -2.8833 -0.5531 -0.054
C -0.215 0.654 0.025 1.3461 3.1625 -3.5879 -0.006
H -1.332 1.642 -3.140 0.3615 0.5585 -0.5164 0.096
H -1.090 2.531 -1.563 -0.0920 1.1325 -0.2391 0.097
H -2.407 1.523 -1.900 -2.8400 -0.9218 1.2670 0.076
H -0.360 -0.918 -3.070 0.5293 1.0931 0.0221 0.128
H 0.954 -1.021 -1.812 0.1056 0.5774 -0.2066 0.092
H -0.436 -1.650 2.315 0.5626 2.2357 -0.3005 0.182
H -0.174 0.241 2.559 0.8980 -1.3267 0.4259 0.145
H 2.042 -1.714 2.277 0.2897 -0.6621 -0.9123 0.080
H 0.339 -1.400 0.030 -1.0466 1.2235 0.7020 0.148
H 0.087 1.721 0.345 -1.6045 -1.7575 0.4349 0.175
```
Forces are in eV/Å.

The HOMO-LUMO gap (alpha / beta) is 8.950 / 6.011 eV. As for the spin multiplicity: 2. The net charge is +1.



It is found that the energy relative to the best compared isomer or geometry (same formula, charge and spin) values, taken in the order of the records, are 78.8; 2.1; 176.8; 345.5 kJ/mol.